(1)
Molecular formula: C29H57BaCl3N2O3PSi
Method: DFT, wB97M-V/def2-TZVPD

The geometry in ORCA input format:
```
! wB97M-V def2-TZVPD RIJCOSX def2/J DEFGRID3
* xyz -1 1
C 1.43764 0.71106 -5.70601
C 1.55714 1.41601 -4.38296
H 2.30137 0.95119 -6.33770
H 0.53005 1.10264 -6.19959
H 1.41760 -0.37978 -5.60682
C 1.81518 2.77206 -4.42140
C 2.01846 3.52904 -5.68878
H 2.13897 3.29499 -3.52875
H 1.12768 3.66588 -6.31904
H 2.77648 3.05195 -6.33627
H 2.39894 4.52970 -5.44154
Ba -2.21442 0.23506 1.13755
Cl 0.60623 -0.98481 0.68244
Cl -4.92371 0.92794 0.48810
H -3.59931 -4.82794 4.51203
H -2.40594 -6.49692 3.11344
C -3.76834 -4.16893 3.65121
C -2.63217 -5.88930 2.22437
N -2.80730 -4.48180 2.58932
H -3.63921 -3.11083 3.93600
C -2.12102 -3.50064 1.98939
O -2.16853 -2.30178 2.35902
H -1.80355 -5.96759 1.50358
H -1.51463 -3.84094 1.12686
H -4.79630 -4.34153 3.29962
H -3.54456 -6.30243 1.76730
H -2.35734 3.13853 -2.47153
H -0.08081 5.47839 -1.97848
C -2.66073 3.70890 -1.57923
C -0.99383 5.58684 -1.36880
N -1.50725 4.30098 -0.89189
H -3.22928 3.06126 -0.89626
C -0.99230 3.77366 0.22504
O -1.37787 2.69238 0.72370
H -0.75760 6.20391 -0.48820
H -0.17129 4.37804 0.65500
H -3.29585 4.53758 -1.91492
H -1.76955 6.08044 -1.95818
O 0.35244 0.73668 -3.45889
C 1.66246 0.64758 -3.05182
C 1.60338 2.57000 -1.37391
C 2.08255 1.32160 -1.80005
H 0.72454 3.01688 -1.87249
C 2.29605 3.24119 -0.36828
H 2.18754 -0.30988 -3.16751
C 3.11541 0.69488 -1.07100
H 1.91709 4.22323 -0.02288
C 3.46853 2.70348 0.17948
C 3.83590 1.38624 -0.10934
H 3.34784 -0.33927 -1.31405
H 4.07151 3.29579 0.87309
H 4.65002 0.89553 0.41436
Si -1.59518 -0.98505 -3.05942
Cl -1.32202 0.61432 -1.43977
C -3.43426 -1.36720 -2.62845
C -0.67045 -2.52662 -2.54155
C -1.43244 -0.67608 -4.88659
H -3.56475 -1.79544 -1.61781
H -3.81937 -2.10874 -3.35712
H -4.08698 -0.48190 -2.67486
H -1.80933 0.30200 -5.19249
H -2.02316 -1.43359 -5.41107
H -0.40089 -0.79880 -5.23395
H 0.35047 -2.33683 -2.19441
H -0.62164 -3.22151 -3.39729
H -1.19977 -3.06258 -1.73075
C 1.44964 2.93773 2.97656
C 2.25611 1.68531 3.35464
C 2.60142 1.69540 4.84089
P 1.40218 0.11048 2.81810
C 2.60544 -1.31083 2.89167
C 3.92210 -1.07959 3.62242
C 1.86932 -2.60791 3.25730
C -0.00191 -0.15062 4.01511
C 0.46161 -0.55365 5.41959
C -0.95977 1.05883 4.11726
H 0.67360 3.17385 3.72019
H 0.98241 2.85935 1.98854
H 2.14217 3.79230 2.95199
H 3.18650 1.67858 2.75369
H 1.73582 1.94968 5.46522
H 3.03663 0.75445 5.19299
H 3.35951 2.47041 5.00942
H 2.89963 -1.40232 1.82718
H 3.82101 -1.06488 4.71376
H 4.59619 -1.90608 3.35795
H 4.40639 -0.15632 3.27636
H 0.87071 -2.65657 2.80670
H 2.43626 -3.45333 2.84851
H 1.78159 -2.76180 4.33727
H -0.55165 -1.00895 3.57483
H 0.60785 0.32192 6.06773
H -0.33132 -1.15988 5.88032
H 1.37141 -1.16354 5.43689
H -1.12473 1.62371 3.18116
H -1.93710 0.69630 4.48062
H -0.60164 1.79052 4.85658
*
```

The gap between HOMO and LUMO is 0.1474 hartree.

Here are the Mulliken charges for atoms 1 to 8, given in e:
1 C -2.20
2 C 1.34
3 H 0.52
4 H 0.23
5 H 0.43
6 C -0.25
7 C -1.56
8 H 0.28

(2)
Molecular formula: C9H24ClI2N2P2Tb
Method: DFT, wB97M-V/def2-TZVPD

The geometry in ORCA input format:
```
! wB97M-V def2-TZVPD RIJCOSX def2/J DEFGRID3
* xyz 2 7
I -0.30573 2.44028 3.65976
I 0.99720 -2.20945 3.91266
Tb -0.01784 -0.19672 -0.57981
P -2.81128 -0.03127 -0.42446
C -3.58170 0.11232 1.23123
C -3.57086 1.36380 -1.33697
H -4.59670 1.10653 -1.63480
H -4.75161 -1.14460 -1.39325
H -2.96244 1.55910 -2.22978
H -3.21086 -1.71525 -2.10739
H -3.26359 1.05062 1.70319
H -3.57843 2.26207 -0.70776
C -3.71649 -1.43557 -1.17486
H -4.67734 0.08699 1.16069
H -3.70206 -2.29379 -0.49424
H -3.23823 -0.71635 1.86434
P 2.79254 -0.16125 -0.37806
C 3.52938 -0.07636 1.28940
C 3.71799 -1.51771 -1.18253
H 2.91020 1.55731 -2.07384
H 4.55292 1.06244 -1.53561
H 3.54534 2.14035 -0.50597
C 3.53096 1.29567 -1.20605
H 3.22917 -1.75990 -2.13472
H 4.75442 -1.20918 -1.36920
H 4.58174 -0.39525 1.25721
H 2.96804 -0.72730 1.97596
H 3.69834 -2.40539 -0.54030
H 3.45982 0.95577 1.66289
Cl 0.01759 0.47138 -2.97424
C 1.12641 0.35801 5.21271
N 0.12693 -0.22844 4.25558
C -1.18442 -0.35904 4.93263
C 0.01530 0.39954 2.93703
N 0.04688 0.03104 1.76603
H 1.24798 -0.33868 6.05048
H 0.72975 1.31781 5.57953
H 2.08366 0.50327 4.70312
H -1.52281 0.65146 5.20723
H -1.90688 -0.83001 4.25674
H -1.06328 -0.97423 5.83222
*
```

The gap between HOMO and LUMO (spin up / spin down) is 0.2692 / 0.2700 hartree. As for the expectation value of S²: 12.7308.

Here are the Mulliken charges for atoms 1 to 8, given in e:
1 I 0.03
2 I 0.32
3 Tb 1.33
4 P 0.59
5 C -1.05
6 C -1.08
7 H 0.38
8 H 0.39

(3)
Molecular formula: C8H10N4O
Method: DFT, wB97M-V/def2-TZVPD

The geometry in ORCA input format:
```
! wB97M-V def2-TZVPD RIJCOSX def2/J DEFGRID3
* xyz 0 1
C 1.04289 -0.03558 2.26307
C -1.03732 0.04258 1.01134
C -0.61545 0.73059 -0.32152
C -0.40920 0.01775 -2.74230
C -0.26331 0.55418 2.24225
C -1.28974 0.02127 -1.57523
C 0.14226 -1.91181 1.43818
C 1.40386 0.54813 -1.53227
N 1.21371 -1.23328 1.88916
N -0.88419 -1.41236 0.92441
N 0.78066 0.88365 -0.45929
N 0.78952 0.16495 -2.73379
O 2.74670 0.48995 -1.60471
H 1.96936 0.58927 2.46458
H -2.19424 0.09426 1.16592
H -0.82043 1.83333 -0.22141
H -0.94204 0.08095 -3.79571
H -0.89627 0.09145 3.12207
H -0.31050 1.62414 2.39446
H -1.39071 -1.05647 -1.15517
H -2.37147 0.50658 -1.76444
H 0.36032 -2.93867 1.44939
H 2.97557 0.31512 -2.45898
*
```

Its structure (SMILES) is OC1=N[C@H]([C@@H]2CC=NC=N2)CC=N1. The gap between HOMO and LUMO is 0.3504 hartree.

Here are the Mulliken charges for atoms 1 to 8, given in e:
1 C 0.07
2 C 0.15
3 C -0.15
4 C -0.08
5 C -0.65
6 C -0.58
7 C -0.17
8 C 0.53

(4)
Molecular formula: C27H16Cl12O16
Method: DFT, wB97M-V/def2-TZVPD

The geometry in ORCA input format:
```
! wB97M-V def2-TZVPD RIJCOSX def2/J DEFGRID3
* xyz 0 1
C 2.33083 4.52024 -1.27290
C 1.32429 5.11453 -0.64985
C 1.03496 6.58892 -0.80667
O -0.03264 7.06280 -0.53586
C 2.18918 7.42589 -1.24815
C 3.26506 6.80573 -1.81382
C 3.28086 5.34695 -1.98685
O 4.31763 4.82708 -2.45342
O 4.32615 7.46398 -2.23712
O 0.36999 4.43015 0.03029
H 2.60501 3.46823 -1.21458
H 2.06900 8.52403 -1.11778
H 4.85093 6.76662 -2.59429
H -0.38475 5.00413 0.33298
C 0.01431 -7.48301 -0.20394
C 0.46921 -8.28144 0.73957
C 0.29820 -7.91356 2.22273
O 0.66957 -8.54188 3.17931
C -0.46309 -6.68917 2.42175
C -0.89924 -5.81566 1.46941
C -0.71916 -6.26279 0.03215
O -1.07445 -5.55415 -0.87252
O -1.53186 -4.69655 1.74665
O 1.14061 -9.41674 0.54973
H 0.15534 -7.71555 -1.26615
H -0.91433 -6.45935 3.40472
H -1.68542 -4.28306 0.86336
H 1.24941 -9.87944 1.41196
C -3.49334 6.49987 1.59008
C -4.84546 6.58381 1.67432
C -5.86117 5.53508 1.77134
O -7.03254 5.82752 1.64143
C -5.41766 4.15212 1.88212
C -4.11391 3.94177 1.60105
C -3.02508 5.12610 1.47471
O -1.86356 4.74622 1.42885
O -3.72378 2.75030 1.36742
O -5.34714 7.84587 1.91626
H -2.97305 7.36649 1.70526
H -6.09192 3.26566 1.81119
H -2.74827 2.71538 1.17983
H -6.32033 7.72836 1.93568
C -1.60565 -0.42121 0.09642
C -0.67418 0.51543 -0.12001
C 0.64288 0.27365 -0.75974
O 1.30842 1.24103 -0.94292
C 0.89006 -1.12098 -1.11798
C -0.02353 -2.06818 -0.93993
C -1.28345 -1.73472 -0.34815
O -2.08540 -2.69749 -0.21710
O 0.26560 -3.25272 -1.33471
O -0.87440 1.77327 0.20253
H -2.55648 -0.13778 0.49225
H 1.80924 -1.29995 -1.58154
H -0.50098 -3.92003 -1.29513
H -0.13221 2.28556 -0.11908
C 3.43006 -5.06931 1.35101
Cl 4.92031 -4.24561 1.56075
Cl 2.53222 -4.94613 2.92351
Cl 2.56784 -4.24688 0.05738
Cl 3.62904 -6.79277 0.95275
C -0.21508 -5.37707 -4.81761
Cl -0.63505 -6.59659 -5.93345
Cl 0.70453 -4.16305 -5.67496
Cl -1.67481 -4.71878 -4.08672
Cl 0.84479 -6.06396 -3.56892
C 4.64605 0.85871 0.82217
Cl 3.24579 1.17186 1.86960
Cl 4.97902 2.16528 -0.32593
Cl 6.05625 0.75131 1.85371
Cl 4.39071 -0.60431 -0.10847
*
```

Its structure (SMILES) is O=C1C=C(O)C(=O)C=C1O.O=C1C=C(O)C(=O)C=C1O.O=C1C=C(O)C(=O)C=C1O.O=C1C=C(O)C(=O)C=C1O.ClC(Cl)(Cl)Cl.ClC(Cl)(Cl)Cl.ClC(Cl)(Cl)Cl. The gap between HOMO and LUMO is 0.2849 hartree.

Here are the Mulliken charges for atoms 1 to 8, given in e:
1 C -0.07
2 C 0.19
3 C 0.53
4 O -0.55
5 C -0.92
6 C 0.15
7 C 0.91
8 O -0.65

(5)
Molecular formula: C11H20NOS4SeSiSn
Method: DFT, wB97M-V/def2-TZVPD

The geometry in ORCA input format:
```
! wB97M-V def2-TZVPD RIJCOSX def2/J DEFGRID3
* xyz 1 1
Sn -0.47085 -0.30868 -0.07663
O 1.95418 -0.45829 -0.23902
C 2.75350 -0.12048 0.91844
C 2.94849 -1.32500 1.80594
C 1.61998 -2.00294 2.16613
C 0.65372 -1.11225 2.89249
C 0.67143 -1.04481 4.27409
C -0.17223 -0.17409 4.94252
C -1.02296 0.62796 4.20549
C -1.00349 0.52364 2.83139
N -0.19079 -0.32825 2.17780
H 2.43553 -1.01337 -0.86442
H 2.18448 0.66276 1.41770
H 3.69981 0.31589 0.60208
H 3.48747 -1.00044 2.69960
H 3.57870 -2.06571 1.30640
H 1.83281 -2.87588 2.78149
H 1.14618 -2.35703 1.25215
H 1.35478 -1.68354 4.81764
H -0.16218 -0.12453 6.02332
H -1.70553 1.32061 4.67571
H -1.65986 1.12181 2.22318
S -2.81843 0.26061 -0.21245
S -2.86850 2.30823 -0.58134
S -1.23328 3.00649 0.41564
S 0.31191 1.96133 -0.42113
C -1.10495 -5.69417 -1.12242
Si -0.13176 -4.63211 0.02414
C 1.69370 -4.61877 -0.26091
C -0.65699 -4.78600 1.78816
Se -0.98826 -2.62076 -0.78867
H -0.85985 -6.74848 -0.96867
H -0.89821 -5.43958 -2.16264
H -2.17408 -5.56049 -0.95074
H 2.11623 -5.62172 -0.15461
H 2.19215 -3.97425 0.46447
H 1.92263 -4.26274 -1.26581
H -0.52450 -5.81245 2.14245
H -1.71182 -4.52843 1.89074
H -0.07827 -4.13538 2.43900
*
```

The gap between HOMO and LUMO is 0.2617 hartree.

Here are the Mulliken charges for atoms 1 to 8, given in e:
1 Sn 0.86
2 O -0.55
3 C -0.56
4 C -0.87
5 C 0.35
6 C 0.52
7 C -0.83
8 C -0.40

(6)
Molecular formula: C3H10N4
Method: DFT, wB97M-V/def2-TZVPD

The geometry in ORCA input format:
```
! wB97M-V def2-TZVPD RIJCOSX def2/J DEFGRID3
* xyz 0 1
C -0.84242 -1.37285 -0.19284
C 0.06206 2.11115 0.59818
N -1.16309 -0.01643 0.18202
N 0.55017 -1.57748 -0.65812
C -0.16935 0.66201 0.94812
N 0.83958 -0.78227 -1.83938
N 0.31292 0.22239 2.06131
H -1.44124 0.49468 -0.65175
H 1.22888 -1.54189 0.10760
H 1.54792 -1.24743 -2.41364
H 1.24314 0.12133 -1.57497
H 0.03259 -0.74667 2.20826
H -0.99926 -2.03309 0.66862
H -1.52970 -1.70249 -0.98198
H 0.22611 2.20847 -0.47845
H 0.92322 2.50871 1.14204
H -0.82154 2.69184 0.87497
*
```

Its structure (SMILES) is [H]/N=C(/C)NCNN. The gap between HOMO and LUMO is 0.3730 hartree.

Here are the Mulliken charges for atoms 1 to 8, given in e:
1 C -0.75
2 C -1.10
3 N -0.22
4 N -0.21
5 C 0.53
6 N -0.53
7 N -0.68
8 H 0.34

(7)
Molecular formula: FH16O8
Method: DFT, wB97M-V/def2-TZVPD

The geometry in ORCA input format:
```
! wB97M-V def2-TZVPD RIJCOSX def2/J DEFGRID3
* xyz -1 1
F -0.34260 0.12828 -0.07876
O 2.62340 -1.29072 -1.08376
H 2.05640 -0.61772 -1.52076
H 3.21540 -1.64972 -1.80676
O -2.11260 0.51528 -2.18776
H -1.71660 0.48728 -1.30076
H -1.98660 1.41228 -2.48576
O -2.36960 -0.06572 1.45424
H -1.61160 0.11828 0.84824
H -2.71860 -0.79972 0.97824
O -0.54260 -0.24172 3.33424
H 0.11040 -0.05672 2.69524
H -1.41860 -0.30872 2.87424
O 1.82940 -0.28872 1.53324
H 1.21440 -0.09372 0.77524
H 2.49940 0.42128 1.65124
O -0.43560 2.54228 0.77724
H 0.15240 2.57328 1.53324
H -0.42360 1.57428 0.49024
O -0.40160 -2.45572 -0.66776
H 0.40940 -2.46872 -1.12976
H -0.39860 -1.50172 -0.26376
O 1.03840 0.43228 -2.25176
H 0.87140 1.25728 -2.69676
H 0.45840 0.37728 -1.47076
*
```

The gap between HOMO and LUMO is 0.3693 hartree.

Here are the Mulliken charges for atoms 1 to 8, given in e:
1 F -0.78
2 O -0.63
3 H 0.38
4 H 0.28
5 O -0.66
6 H 0.36
7 H 0.30
8 O -0.82